# 1
One molecule with the formula C6H11N at a distorted geometry, computed with ωB97M-V/def2-TZVPD.

```
18
Properties=species:S:1:pos:R:3:forces:R:3:nbo_charge:R:1
C -2.3940 0.1758 1.5046 0.28 -0.17 -0.67 -0.39
C -1.3492 0.5933 0.7877 -0.54 -0.90 -0.64 -0.21
C -0.1298 -0.1966 0.5106 1.10 0.62 0.69 0.13
N 0.2367 -1.0666 1.5321 0.22 0.08 0.96 -0.80
C 0.6402 0.0205 -0.5900 -0.96 0.41 -0.28 -0.07
C 2.1276 0.1533 -0.6643 0.19 -1.01 -0.46 -0.64
C -0.1016 0.1141 -1.9364 1.61 0.87 1.14 -0.63
H -3.3570 0.6367 1.3353 0.02 0.44 0.88 0.21
H -2.3258 -0.7567 2.0453 -0.33 -0.24 -0.15 0.19
H -1.3509 1.5861 0.3545 -0.28 -0.17 -0.48 0.21
H -0.0987 -0.8606 2.4632 0.00 0.26 -0.07 0.37
H 1.1705 -1.4436 1.5780 0.03 0.04 -0.48 0.38
H 2.5634 -0.6327 -1.2971 0.26 -0.01 0.24 0.20
H 2.6527 0.2050 0.2874 -0.13 -0.22 0.15 0.21
H 2.3609 1.0803 -1.1972 -0.16 0.09 0.05 0.21
H -0.9367 0.8027 -1.8247 -0.40 -0.36 -0.45 0.22
H 0.6187 0.4970 -2.6621 -0.30 0.21 -0.24 0.20
H -0.3270 -0.9080 -2.2267 -0.63 0.09 -0.18 0.21
```
Forces are in eV/Å.

Calculated values
Orbital gap = 8.01 eV
Strongest force on any atom = 2.16 eV Å⁻¹
SMILES = C=CC(N)=C(C)C

# 2
One molecule with the formula C6H11N at a distorted geometry, computed with ωB97M-V/def2-TZVPD.

```
18
Properties=species:S:1:pos:R:3:forces:R:3:nbo_charge:R:1
C -0.3351 -0.2901 -2.3981 -0.80 1.48 -0.84 -0.63
C -0.2224 -0.9002 -1.1589 -0.08 -0.06 0.51 -0.07
C -0.1460 -0.2863 0.2236 -2.27 -1.20 -1.90 -0.19
C -0.8552 0.8577 0.4965 -0.46 0.61 -0.70 0.08
N -1.0427 1.9352 -0.4283 0.57 -1.07 -0.20 -0.82
C 0.7084 -1.1755 1.0788 3.05 2.40 -1.85 -0.39
C 1.6678 -0.3049 2.0184 -3.77 0.26 -1.87 -0.59
H -1.2142 0.4045 -2.6589 2.01 0.23 1.23 0.19
H 0.5738 -0.1161 -3.0231 -1.24 -1.89 -0.62 0.23
H -0.3179 -2.0586 -1.1228 2.10 1.63 0.02 0.20
H -1.4633 0.9991 1.4252 1.29 0.23 -0.33 0.18
H -0.4573 1.9803 -1.3154 -1.38 -0.63 1.82 0.41
H -2.0002 2.2595 -0.5339 0.44 0.05 -0.04 0.38
H 1.3726 -1.8363 0.3573 -1.03 1.59 1.18 0.20
H 0.3406 -1.8956 1.6811 -2.20 -2.20 2.04 0.20
H 2.3532 0.2401 1.4160 0.18 1.21 -0.11 0.21
H 1.0500 0.1537 2.8219 0.78 0.31 -0.82 0.21
H 2.1573 -1.0810 2.3896 2.80 -2.95 2.48 0.20
```
Forces are in eV/Å.

Calculated values
Orbital gap = 6.44 eV
Strongest force on any atom = 4.76 eV Å⁻¹
SMILES = C=C/C(=C\N)CC

# 3
One molecule with the formula C6H11N at a distorted geometry, computed with ωB97M-V/def2-TZVPD.

```
18
Properties=species:S:1:pos:R:3:forces:R:3:nbo_charge:R:1
C -0.4824 -1.5427 -1.1299 -0.35 0.55 0.89 -0.48
C 0.8037 -0.9153 -1.2240 0.33 0.46 0.44 -0.21
C 0.7605 0.1514 -0.3711 0.21 -0.19 -0.62 -0.10
C 1.4814 1.4658 -0.4321 -0.03 -0.02 0.10 -0.65
C -0.3631 -0.1491 0.5175 -0.26 -0.87 -0.61 0.29
C -1.4291 0.8873 0.7659 -0.06 -0.05 -0.04 -0.67
N -0.1019 -0.9396 1.6535 0.09 0.05 0.22 -0.82
H -1.3449 -0.9988 -1.4949 0.08 0.00 -0.18 0.20
H -0.5979 -2.6266 -1.1548 -0.05 0.04 0.05 0.18
H 1.6519 -1.2546 -1.8176 -0.08 0.12 -0.08 0.19
H 2.3495 1.3937 -1.0902 -0.03 -0.01 0.06 0.22
H 0.8353 2.2532 -0.8387 0.02 -0.08 0.02 0.22
H 1.8076 1.8038 0.5562 0.04 -0.04 -0.06 0.21
H -1.7403 1.3617 -0.1656 0.01 -0.05 0.02 0.22
H -2.3076 0.4481 1.2448 0.06 0.01 -0.03 0.22
H -1.0484 1.6677 1.4352 0.04 -0.10 -0.04 0.23
H -0.9183 -1.3980 2.0399 0.05 0.08 -0.11 0.36
H 0.6442 -1.6081 1.5059 -0.07 0.09 -0.05 0.38
```
Forces are in eV/Å.

Calculated values
Orbital gap = 8.31 eV
Strongest force on any atom = 1.11 eV Å⁻¹
SMILES = C=C/C(C)=C(/C)N

# 4
One molecule with the formula C6H11N at a distorted geometry, computed with ωB97M-V/def2-TZVPD.

```
18
Properties=species:S:1:pos:R:3:forces:R:3:nbo_charge:R:1
C 0.6973 -1.6943 -1.7042 -0.34 -0.05 -0.36 -0.05
N 1.3217 -1.4498 -0.6380 0.21 -0.16 0.10 -0.41
C 0.6765 -0.8458 0.4670 -0.23 0.42 0.13 0.12
C 1.4684 -0.4626 1.4601 0.90 0.39 0.18 -0.36
C -0.7959 -0.5361 0.4415 0.10 -0.16 -0.37 -0.45
C -1.1387 0.7266 -0.3687 0.31 -0.06 0.08 -0.39
C -0.4784 1.9865 0.1946 0.21 -0.67 0.84 -0.62
H 1.2229 -2.1460 -2.5371 0.21 -0.08 -0.01 0.17
H -0.3589 -1.4828 -1.8989 0.02 0.02 0.21 0.14
H 2.5421 -0.6081 1.3904 -0.12 -0.24 -0.15 0.21
H 1.1810 0.1364 2.3137 -0.53 -0.25 0.02 0.19
H -1.1683 -0.4201 1.4562 0.03 0.00 0.13 0.22
H -1.3262 -1.3807 -0.0062 -0.09 -0.04 0.13 0.21
H -2.2229 0.7912 -0.3550 -0.15 0.24 -0.21 0.20
H -0.7906 0.5769 -1.3923 -0.33 0.10 -0.09 0.20
H -0.3547 1.8462 1.2749 -0.30 0.24 0.05 0.20
H 0.5533 2.0525 -0.1363 0.03 0.30 -0.38 0.21
H -1.0286 2.9101 0.0383 0.06 0.00 -0.28 0.22
```
Forces are in eV/Å.

Calculated values
Orbital gap = 10.04 eV
Strongest force on any atom = 1.09 eV Å⁻¹
SMILES = C=NC(=C)CCC

# 5
C6H11N as an isolated structure at a distorted geometry, computed with ωB97M-V/def2-TZVPD.

```
18
Properties=species:S:1:pos:R:3:forces:R:3:nbo_charge:R:1
C -1.0164 1.8741 0.1739 -0.02 0.03 -0.04 -0.65
C -0.9625 0.4845 0.7622 0.29 -0.16 -0.47 -0.25
C -1.6811 -0.5690 0.1334 0.20 0.14 -0.08 -0.32
C 1.4570 -0.1755 -0.5009 0.38 0.08 -0.07 -0.55
C 2.2530 -1.3030 0.1241 0.06 -0.05 0.11 -0.61
C 0.4835 -0.5095 -1.3894 -2.08 -0.56 -1.37 0.28
N -0.4980 -0.7831 -2.0257 1.69 0.32 1.52 -0.53
H -0.3991 2.5936 0.7178 -0.08 -0.28 0.00 0.23
H -2.0414 2.2569 0.1550 0.08 -0.07 -0.04 0.22
H -0.6590 1.8134 -0.8587 -0.10 0.06 0.11 0.25
H -0.2495 0.2536 1.5474 -0.22 -0.10 -0.05 0.27
H -2.1252 0.1530 1.2175 0.09 -0.05 -0.09 0.31
H -1.6103 -1.5816 0.5250 0.08 0.21 -0.15 0.24
H -2.3087 -0.3969 -0.7306 -0.18 0.25 0.32 0.27
H 2.0206 0.7182 -0.7688 -0.17 0.03 0.25 0.22
H 3.0804 -1.6367 -0.5201 -0.10 0.05 0.16 0.20
H 2.6812 -0.9840 1.0810 0.00 -0.11 -0.11 0.20
H 1.6248 -2.1848 0.3105 0.08 0.22 -0.01 0.20
```
Forces are in eV/Å.

Calculated values
Orbital gap (spin up / spin down) = 7.16 / 7.16 eV
Strongest force on any atom = 2.55 eV Å⁻¹

# 6
One molecule with the formula C6H11N at a distorted geometry, computed with ωB97M-V/def2-TZVPD.

```
18
Properties=species:S:1:pos:R:3:forces:R:3:nbo_charge:R:1
C 1.2349 -2.9549 1.5889 -0.08 0.42 0.26 -0.04
N 1.1375 -2.5482 0.3927 -1.46 -0.21 0.59 -0.41
C 0.8518 -1.1688 0.2564 0.63 -0.45 -0.62 -0.07
C 0.3203 -0.7237 -0.8787 0.03 0.57 1.12 -0.18
C 0.2956 0.7513 -1.1893 -0.11 -0.36 -1.97 -0.44
C -0.9165 1.6644 -0.9303 1.12 0.23 -0.03 -0.39
C -1.3370 1.8164 0.5324 -0.34 -0.86 -0.67 -0.62
H 1.3833 -2.2417 2.4073 -0.25 -0.01 0.16 0.13
H 1.0603 -3.9856 1.8790 0.70 -0.26 -0.34 0.18
H 1.0195 -0.5028 1.1036 0.41 0.02 -0.03 0.17
H -0.0352 -1.4613 -1.5862 0.22 0.10 -0.27 0.21
H 0.3365 0.7173 -2.2898 0.10 0.25 0.01 0.21
H 1.2682 1.1948 -0.9764 -0.16 0.13 0.74 0.21
H -1.6781 1.3489 -1.6426 -0.50 -0.11 0.52 0.20
H -0.5885 2.6374 -1.3090 -0.18 0.07 0.00 0.20
H -2.4076 2.0102 0.5557 0.01 0.31 0.36 0.21
H -1.1773 0.8618 1.0391 -0.06 0.06 0.15 0.20
H -0.7677 2.5846 1.0473 -0.07 0.10 0.02 0.21
```
Forces are in eV/Å.

Calculated values
Orbital gap = 9.70 eV
Strongest force on any atom = 2.00 eV Å⁻¹
SMILES = C=N/C=C/CCC